{"formula": "C19H19N3O3", "method": "ωB97M-V/def2-TZVPD", "smiles": "Cc1cc(N)nc(C)c1CNC(=O)c1ccc(Oc2ccccc2)o1", "e_above_lowest_kj_mol": 492.52, "orbital_gap_ev": 8.55, "total_charge": 0, "homo_ev": -7.96, "energy_ev": -30621.2433, "species": ["O", "N", "O", "O", "C", "C", "C", "C", "C", "C", "C", "C", "C", "C", "C", "C", "C", "C", "C", "C", "N", "N", "C", "C", "C", "H", "H", "H", "H", "H", "H", "H", "H", "H", "H", "H", "H", "H", "H", "H", "H", "H", "H", "H"], "positions_angstrom": [[-2.288, -0.232, 2.994], [3.916, 1.822, 2.589], [-1.858, -0.859, -0.552], [-2.959, -1.653, -2.752], [-1.714, -0.189, 1.958], [-2.921, -1.168, -1.446], [-4.113, -1.387, -0.694], [-3.767, -1.127, 0.668], [-2.398, -0.700, 0.677], [4.530, 0.809, 2.063], [2.596, 1.670, 2.827], [-2.275, 0.560, -6.146], [-2.803, -0.684, -6.356], [-1.880, 1.081, -4.910], [-2.940, -1.391, -5.107], [-2.158, 0.464, -3.758], [3.925, -0.488, 1.796], [-2.742, -0.840, -3.797], [2.575, -0.578, 2.009], [1.860, 0.478, 2.513], [5.816, 1.097, 1.859], [-0.359, 0.127, 1.755], [1.927, 2.907, 3.365], [2.054, -1.932, 2.124], [0.404, 0.287, 2.942], [-4.871, -1.921, -1.150], [-4.396, -0.995, 1.572], [-1.894, 1.175, -6.976], [-3.108, -1.075, -7.308], [-1.336, 2.059, -4.874], [-3.335, -2.426, -5.121], [-1.914, 0.840, -2.783], [4.584, -1.261, 1.526], [6.157, 1.979, 2.129], [6.365, 0.404, 1.330], [0.032, -0.043, 0.846], [1.578, 2.653, 4.470], [2.518, 3.764, 3.315], [1.045, 3.031, 2.632], [1.733, -2.107, 3.124], [1.181, -2.115, 1.519], [2.849, -2.602, 1.922], [0.194, -0.613, 3.617], [0.192, 1.177, 3.590]], "forces_ev_per_a": [[-0.59, 0.41, 1.59], [-2.99, 0.68, 0.84], [-0.39, 0.38, -2.32], [1.36, 0.11, 2.12], [2.36, -1.05, -4.16], [-3.22, -1.25, 2.40], [4.80, 1.05, 0.25], [1.83, 1.78, 0.28], [-3.77, -1.18, 0.95], [-0.30, -1.96, -0.49], [-0.04, -0.29, -0.61], [1.78, 1.67, -1.62], [0.06, -0.23, 3.73], [0.42, 1.79, -1.30], [-1.31, -0.85, 0.38], [-1.11, -2.78, 2.22], [0.81, 3.77, 0.30], [1.39, 1.44, -4.15], [1.47, -0.60, 0.84], [0.20, 2.08, 1.50], [1.83, -2.95, -1.69], [-3.56, 0.16, 0.71], [-3.17, -2.60, 0.63], [-0.99, -0.62, -0.60], [1.86, 0.22, 1.32], [-1.81, -0.43, -0.53], [0.49, -0.46, -0.91], [-0.72, -0.35, 0.02], [0.14, -0.21, -0.09], [-0.66, -0.98, -0.18], [0.27, 0.66, -0.01], [0.23, 0.46, 0.23], [0.37, -1.15, -0.40], [0.42, 0.81, 0.12], [-0.15, 1.15, 0.68], [0.26, 0.11, 0.06], [0.41, 0.99, -2.27], [1.16, 1.14, 0.12], [0.85, 0.23, 1.65], [-0.22, -0.15, 0.96], [-0.21, -0.31, -0.46], [0.42, -1.03, -0.44], [0.67, 1.03, -0.73], [-0.63, -0.71, -0.95]], "nbo_charge": [-0.576, -0.520, -0.425, -0.459, 0.659, 0.522, -0.316, -0.244, 0.152, 0.415, 0.296, -0.234, -0.201, -0.191, -0.250, -0.278, -0.339, 0.293, 0.058, -0.168, -0.787, -0.633, -0.648, -0.635, -0.242, 0.233, 0.251, 0.208, 0.230, 0.219, 0.214, 0.221, 0.208, 0.408, 0.386, 0.415, 0.222, 0.233, 0.223, 0.224, 0.218, 0.216, 0.203, 0.220]}

=====

{"formula": "C19H19N3O3S", "method": "ωB97M-V/def2-TZVPD", "smiles": "O=C(CSc1nc2ccccc2o1)Nc1ccccc1N1CCOCC1", "e_above_lowest_kj_mol": 160.31, "orbital_gap_ev": 8.49, "total_charge": 0, "homo_ev": -8.00, "energy_ev": -41459.5530, "species": ["O", "C", "N", "C", "C", "C", "C", "C", "C", "N", "C", "H", "C", "H", "O", "C", "H", "C", "H", "H", "H", "H", "H", "H", "H", "H", "H", "H", "C", "H", "H", "S", "C", "N", "C", "C", "C", "C", "C", "C", "O", "H", "H", "H", "H"], "positions_angstrom": [[2.016, -1.291, 2.470], [2.112, -0.626, 1.464], [1.154, 0.159, 0.929], [-0.206, 0.238, 1.264], [-0.832, -0.718, 2.047], [-2.201, -0.664, 2.244], [-2.945, 0.333, 1.641], [-2.321, 1.306, 0.879], [-0.942, 1.299, 0.698], [-0.240, 2.238, -0.075], [0.723, 3.089, 0.612], [1.149, 2.566, 1.468], [0.062, 4.386, 1.095], [0.802, 5.053, 1.540], [-0.512, 5.095, 0.020], [-1.505, 4.319, -0.613], [-1.868, 4.913, -1.454], [-0.933, 2.983, -1.110], [-1.719, 2.362, -1.539], [-0.193, 3.198, -1.890], [-2.335, 4.147, 0.090], [-0.710, 4.147, 1.844], [1.520, 3.342, -0.098], [-2.922, 2.080, 0.427], [-4.016, 0.367, 1.772], [-2.684, -1.413, 2.853], [-0.244, -1.508, 2.483], [1.389, 0.695, 0.099], [3.438, -0.578, 0.696], [4.024, 0.281, 1.023], [3.997, -1.490, 0.907], [3.257, -0.378, -1.108], [2.145, -1.669, -1.422], [1.564, -1.889, -2.550], [0.768, -2.990, -2.317], [-0.093, -3.697, -3.144], [-0.761, -4.769, -2.586], [-0.588, -5.134, -1.252], [0.268, -4.443, -0.412], [0.937, -3.375, -0.972], [1.834, -2.516, -0.410], [0.410, -4.716, 0.621], [-1.134, -5.980, -0.862], [-1.440, -5.344, -3.198], [-0.225, -3.410, -4.174]], "forces_ev_per_a": [[-0.04, -0.13, 0.22], [0.43, 0.16, -0.09], [-0.27, 0.39, -0.22], [-0.15, -0.01, 0.15], [0.04, -0.09, 0.08], [-0.07, 0.08, -0.06], [-0.10, -0.09, 0.07], [0.12, 0.07, -0.04], [-0.10, -0.27, 0.22], [0.15, -0.06, -0.21], [-0.13, 0.52, 0.26], [0.04, 0.00, -0.07], [0.27, -0.28, 0.12], [-0.03, -0.07, 0.06], [0.06, 0.10, -0.11], [-0.10, -0.26, -0.14], [-0.05, -0.09, 0.03], [-0.09, 0.29, -0.07], [0.03, 0.01, -0.05], [-0.13, 0.02, -0.02], [0.05, 0.03, -0.08], [0.07, 0.03, -0.03], [0.04, 0.00, 0.10], [-0.01, 0.09, -0.03], [-0.09, 0.01, 0.01], [-0.04, -0.08, 0.06], [0.05, -0.03, 0.02], [0.00, -0.15, 0.07], [-0.03, -0.23, -0.31], [0.00, -0.01, -0.01], [-0.13, 0.12, 0.10], [0.39, 0.21, 0.22], [-0.29, -0.11, -0.52], [0.54, 0.68, 0.02], [-0.09, -0.57, 0.95], [0.15, 0.13, 0.10], [-0.10, -0.09, -0.08], [-0.03, -0.05, 0.02], [0.26, 0.22, 0.21], [-0.61, -0.27, -1.08], [0.17, -0.05, 0.20], [-0.01, -0.07, 0.13], [-0.04, -0.07, 0.04], [-0.06, -0.05, -0.05], [-0.03, 0.03, -0.14]], "nbo_charge": [-0.599, 0.685, -0.635, 0.093, -0.216, -0.216, -0.214, -0.262, 0.207, -0.478, -0.251, 0.218, -0.086, 0.197, -0.524, -0.086, 0.198, -0.247, 0.217, 0.203, 0.160, 0.166, 0.198, 0.209, 0.213, 0.215, 0.248, 0.427, -0.620, 0.253, 0.257, 0.301, 0.337, -0.480, 0.127, -0.228, -0.214, -0.210, -0.244, 0.227, -0.435, 0.232, 0.217, 0.216, 0.226]}

=====

{"formula": "C19H19N3OS2W", "method": "ωB97M-V/def2-TZVPD", "spin_multiplicity": 3, "e_above_lowest_kj_mol": 0.00, "orbital_gap_ev": [5.64, 4.55], "s2": 2.06, "total_charge": 2, "homo_ev": [-13.81, -13.81], "energy_ev": -50007.6392, "species": ["W", "C", "C", "N", "N", "C", "S", "S", "C", "C", "C", "C", "C", "C", "C", "C", "C", "C", "C", "C", "C", "O", "H", "H", "H", "H", "H", "H", "H", "H", "H", "H", "H", "H", "H", "H", "C", "C", "C", "N", "H", "H", "H", "H", "H"], "positions_angstrom": [[0.997, 0.305, 0.520], [0.007, 3.260, 0.167], [0.819, 2.219, -0.553], [0.123, 1.139, -1.083], [0.278, 0.604, -2.273], [0.217, -0.732, -2.235], [0.242, -1.524, -0.666], [0.146, -1.653, -3.637], [0.433, -0.444, -4.984], [0.253, -1.171, -6.289], [-0.582, -0.624, -7.255], [-0.711, -1.242, -8.490], [-0.015, -2.411, -8.758], [0.810, -2.967, -7.789], [0.949, -2.346, -6.559], [2.159, 2.538, -1.101], [2.507, 3.694, -1.790], [3.792, 3.813, -2.297], [4.724, 2.795, -2.116], [4.401, 1.642, -1.411], [3.122, 1.551, -0.908], [2.702, 0.415, -0.210], [-0.219, 4.072, -0.531], [0.565, 3.692, 0.997], [-0.945, 2.858, 0.515], [1.443, -0.059, -4.837], [-0.285, 0.364, -4.861], [-1.135, 0.285, -7.046], [-1.361, -0.813, -9.240], [-0.113, -2.890, -9.722], [1.352, -3.880, -7.995], [1.613, -2.781, -5.818], [1.784, 4.485, -1.941], [4.071, 4.703, -2.843], [5.720, 2.905, -2.522], [5.118, 0.851, -1.244], [-0.658, -1.737, 5.331], [-0.803, -0.279, 4.860], [-0.288, -0.084, 3.521], [0.129, 0.064, 2.458], [-0.997, -1.794, 6.362], [0.379, -2.063, 5.293], [-1.270, -2.405, 4.729], [-0.262, 0.418, 5.506], [-1.848, 0.042, 4.840]], "forces_ev_per_a": [[-0.20, 0.01, 0.09], [0.00, 0.02, -0.02], [-0.14, 0.07, 0.03], [0.45, -0.03, -0.05], [-0.14, 0.05, -0.01], [-0.18, -0.06, 0.01], [-0.06, -0.19, -0.16], [-0.01, 0.00, 0.02], [-0.09, -0.03, 0.02], [0.06, 0.05, -0.04], [-0.08, -0.05, 0.04], [-0.01, -0.01, 0.00], [0.00, 0.01, 0.00], [0.01, -0.01, 0.01], [0.04, 0.00, -0.02], [0.01, -0.07, -0.06], [-0.01, 0.01, 0.03], [0.01, 0.00, -0.01], [0.01, 0.01, 0.01], [0.02, 0.06, 0.09], [-0.01, -0.02, -0.08], [0.11, 0.07, 0.26], [0.00, 0.00, 0.00], [0.01, 0.00, 0.00], [0.00, 0.00, 0.01], [0.00, -0.01, 0.02], [0.01, 0.02, -0.02], [0.02, 0.01, -0.01], [0.01, 0.01, -0.01], [-0.02, -0.01, 0.01], [0.00, 0.00, 0.00], [0.01, 0.02, 0.00], [0.00, -0.01, -0.01], [0.00, 0.00, 0.00], [0.00, 0.00, 0.00], [0.00, 0.00, -0.01], [0.00, 0.00, 0.01], [-0.03, -0.01, 0.00], [0.03, 0.04, 0.01], [0.16, 0.06, -0.16], [-0.01, 0.00, 0.00], [0.00, 0.00, 0.01], [0.01, 0.00, -0.01], [0.01, -0.01, 0.00], [0.00, -0.01, 0.01]], "nbo_charge": [1.570, -0.652, 0.099, -0.266, -0.167, -0.174, 0.100, 0.644, -0.539, -0.007, -0.221, -0.184, -0.180, -0.173, -0.251, -0.193, -0.147, -0.190, -0.144, -0.254, 0.343, -0.642, 0.271, 0.248, 0.241, 0.254, 0.259, 0.218, 0.235, 0.236, 0.232, 0.212, 0.236, 0.248, 0.248, 0.254, -0.590, -0.552, 0.671, -0.616, 0.260, 0.232, 0.235, 0.297, 0.298]}